[1]
An isolated molecule of C4H7FINO, computed with wB97M-V/def2-TZVPD.

Last column: Löwdin charge in e.
Positions of all 15 atoms, in Å:
C: -0.08231 0.34218 0.16025  -0.6053
C: -2.09988 -1.36184 -0.07044  -0.0451
C: -0.54505 -1.05813 0.02657  -0.2117
C: 1.54959 1.89225 0.03465  -0.3434
N: 1.24921 0.52868 0.28810  -0.4493
O: -0.81822 1.31066 0.22119  0.0662
F: 2.85967 2.22614 0.06532  -0.0494
I: 2.75466 -0.84388 0.03436  0.9831
H: -2.31520 -1.44030 -1.11739  0.0673
H: -2.17430 -2.38823 0.27741  0.0703
H: -2.45129 -0.61526 0.53299  0.0365
H: -0.01860 -1.77170 0.68720  0.0780
H: 0.01015 -1.45928 -0.94322  0.1155
H: 1.08470 2.16221 -0.97630  0.1552
H: 0.99686 2.47650 0.77929  0.1322

Forces on atoms 1 to 2 (eV/Å):
C -1.063 -1.079 0.932
C 4.265 -1.780 -0.907

Its molar mass is 231.01 g/mol. Its spin multiplicity is 1. The frontier orbital gap is 0.321 hartree. Its energy above the lowest of the compared OMol25 structures with the same formula, charge and spin is 83.2 kJ/mol. The value obtained for the lowest unoccupied orbital energy is -0.67 eV. The SMILES is CCC(=O)N(I)CF.

=====

[2]
A cluster of 3 separate species, C6H7N3O2 in total, computed with wB97M-V/def2-TZVPD.

Last column: Löwdin charge in e.
Positions of all 18 atoms, in Å:
C: 1.01811 0.77549 -1.82014  0.0170
C: 2.44236 -2.42315 -0.56452  -0.0948
C: 2.89023 0.43479 0.91940  -0.5141
C: -2.63291 0.75514 -0.75045  -0.0296
C: -0.84813 0.59093 1.21532  -0.0316
C: -1.73547 -0.09861 0.21226  -0.2541
N: 1.48876 -2.35967 0.00557  0.0774
N: 0.34879 0.38510 -0.97095  -0.1131
N: -0.26304 -0.17599 0.04398  -0.0781
O: 3.73903 0.18011 0.21137  0.1946
O: 2.08914 0.67051 1.66351  0.2291
H: 3.44576 -2.58098 -0.99724  0.0881
H: -1.98531 1.75324 -0.89580  0.1213
H: -2.61460 0.36346 -1.68342  0.0161
H: -3.64047 0.76939 -0.30536  0.0835
H: -0.78045 1.65661 1.02163  0.1117
H: -0.77859 0.29979 2.17656  0.0660
H: -2.18321 -0.99616 0.51828  0.1106

Forces on atoms 1 to 2 (eV/Å):
C 1.168 0.710 -1.623
C 5.395 -0.750 -2.582

Its molar mass is 153.14 g/mol. Its spin multiplicity is 1. The frontier orbital gap is 0.373 hartree. Its energy above the lowest of the compared OMol25 structures with the same formula, charge and spin is 428.2 kJ/mol. The value obtained for the lowest unoccupied orbital energy is 0.85 eV.

=====

[3]
A cluster of 2 separate species, C2H9N4O in total, computed with wB97M-V/def2-TZVPD.

Last column: Löwdin charge in e.
Positions of all 16 atoms, in Å:
C: -1.90228 1.01064 0.06594  0.0056
C: 0.34131 0.18286 0.67347  -0.1667
N: 2.52841 1.01783 -0.23227  0.0786
N: 0.38519 -1.67886 -0.73294  0.0242
N: 0.40140 -1.19460 0.59001  -0.0832
N: -0.50255 0.75753 -0.35687  -0.0183
O: 3.41193 0.43630 0.23620  0.0155
H: -1.91469 1.71353 0.89646  0.1065
H: -2.47749 1.42551 -0.75882  0.1066
H: -2.35552 0.07552 0.38784  0.1086
H: 0.32700 0.62364 1.65422  0.1277
H: -0.02071 -2.61432 -0.74852  0.1157
H: 1.32393 -1.74050 -1.13828  0.1080
H: 1.00242 -1.64458 1.27431  0.1467
H: -0.46576 0.00976 -1.09058  0.1517
H: -0.08260 1.61974 -0.72014  0.1728

Forces on atoms 1 to 2 (eV/Å):
C -0.737 0.101 0.178
C 2.604 0.293 -0.848

Its molar mass is 105.12 g/mol. Its spin multiplicity is 1. The frontier orbital gap (alpha / beta) is 0.253 / 0.251 hartree. As for the charge: +1. Its energy above the lowest of the compared OMol25 structures with the same formula, charge and spin is 679.7 kJ/mol. The value obtained for the lowest unoccupied orbital energy (alpha / beta) is -4.23 / -4.28 eV.

=====

[4]
An isolated molecule of C21H41N3O, computed with wB97M-V/def2-TZVPD.

Last column: Löwdin charge in e.
Positions of all 66 atoms, in Å:
C: 6.35977 0.87747 -0.61788  -0.0563
H: 7.35219 1.30783 -0.51108  0.0762
H: 6.03969 1.00492 -1.64938  0.0725
H: 6.42172 -0.18613 -0.39888  0.0712
C: 5.38646 1.57213 0.34478  -0.4267
N: 4.05635 0.98330 0.40505  -0.1522
C: 3.36995 0.83971 -0.86210  -0.1874
C: 1.88343 0.59477 -0.61015  -0.1140
H: 1.48139 1.44287 -0.05499  0.1177
H: 1.36042 0.51943 -1.56621  0.1155
C: 1.71969 -0.69590 0.20329  -0.3245
N: 0.34371 -1.13859 0.45408  -0.1037
C: -0.46711 -0.12869 1.12320  -0.1480
C: -1.80587 -0.71740 1.58378  -0.1428
N: -2.56868 -1.31565 0.51593  -0.1476
C: -1.73385 -2.21501 -0.23572  -0.1278
H: -2.29073 -2.59142 -1.09591  0.1313
C: -0.38521 -1.63365 -0.72027  -0.2853
C: 0.36215 -2.70939 -1.52654  -0.1255
H: 1.27844 -2.29007 -1.94410  0.1065
H: -0.27300 -2.99125 -2.36948  0.1194
C: 0.69429 -3.98447 -0.74064  -0.2681
O: 1.39437 -3.75635 0.45315  -0.0718
H: 0.95649 -3.01585 0.90532  0.0581
H: 1.33484 -4.62817 -1.35191  0.1179
H: -0.23341 -4.54016 -0.53532  0.1071
H: -0.59753 -0.79886 -1.41631  0.1318
H: -1.51511 -3.05734 0.43092  0.1253
C: -3.59180 -0.54399 -0.16878  -0.3012
C: -3.10983 0.75647 -0.83253  -0.1520
C: -4.21562 1.51080 -1.57478  -0.1905
H: -4.95128 0.80353 -1.96263  0.1165
C: -4.91174 2.55754 -0.70938  -0.2161
H: -4.15505 3.20747 -0.26197  0.1120
C: -5.78445 1.96817 0.39368  -0.2122
C: -5.03776 1.04804 1.35934  -0.2050
C: -4.78583 -0.35221 0.79721  -0.1373
H: -4.62289 -1.04203 1.62714  0.1117
H: -5.70029 -0.67342 0.29509  0.1104
H: -5.65492 0.93178 2.25439  0.1086
H: -4.10678 1.52164 1.67230  0.1017
H: -6.61080 1.41302 -0.05681  0.1106
H: -6.21878 2.79596 0.96068  0.1062
H: -5.54023 3.18285 -1.34910  0.1062
H: -3.77389 2.02496 -2.43247  0.1073
H: -2.66373 1.41821 -0.09017  0.1018
H: -2.32741 0.48729 -1.54623  0.1013
H: -3.93733 -1.20068 -0.97738  0.1399
H: -2.39815 0.05486 2.07285  0.1159
H: -1.59464 -1.50589 2.31829  0.1286
H: 0.07216 0.22445 2.00204  0.1180
H: -0.65376 0.73005 0.46028  0.1112
C: 2.51154 -0.53647 1.50347  -0.1179
H: 2.13259 0.29956 2.09078  0.1103
C: 3.97307 -0.24790 1.16446  -0.1852
H: 4.54370 -0.12712 2.08865  0.1229
H: 4.39111 -1.10986 0.61372  0.1265
H: 2.44131 -1.44882 2.09642  0.1205
H: 2.20937 -1.50396 -0.34672  0.1267
H: 3.49231 1.75756 -1.43855  0.1161
H: 3.77295 -0.00050 -1.45766  0.1277
C: 5.28833 3.06483 0.02181  -0.0631
H: 6.23861 3.55030 0.22870  0.0749
H: 4.51785 3.52322 0.63545  0.0785
H: 5.04587 3.22992 -1.02488  0.0664
H: 5.79136 1.48224 1.36062  0.1336

Forces on atoms 1 to 2 (eV/Å):
C -0.229 0.042 0.313
H 0.131 0.020 -0.038

Its molar mass is 351.58 g/mol. Its spin multiplicity is 1. The frontier orbital gap is 0.319 hartree. Its energy above the lowest of the compared OMol25 structures with the same formula, charge and spin is 0.0 kJ/mol. The value obtained for the lowest unoccupied orbital energy is 0.82 eV. The SMILES is CC(C)N1CCC(N2CCN(C3CCCCCC3)C[C@@H]2CCO)CC1.

=====

[5]
A structure of composition C3H3CsMgO3, computed with wB97M-V/def2-TZVPD.

Last column: Löwdin spin population.
Positions of all 11 atoms, in Å:
C: -0.31747 1.01663 -0.28810  0.0167
C: -0.07001 2.39385 0.18743  0.0146
O: 0.71403 1.38281 0.82226  0.1975
C: -0.38397 -3.79602 -0.19284  0.0003
O: -0.47763 -4.13515 0.90758  0.0020
O: -0.09197 -3.56356 -1.29929  0.0000
Cs: 1.23316 -0.59942 -3.53477  0.0210
H: -1.19225 0.61591 0.25043  0.0083
H: -0.76335 2.89959 0.86975  0.0042
H: 0.54776 3.08995 -0.39060  0.0015
Mg: 0.80170 0.69541 2.66816  0.7339

Forces on atoms 1 to 2 (eV/Å):
C -0.107 -0.342 -0.992
C -0.247 0.514 -0.097

Its molar mass is 244.26 g/mol. Its spin multiplicity is 2. The frontier orbital gap (alpha / beta) is 0.258 / 0.227 hartree. As for the charge: +1. Its energy above the lowest of the compared OMol25 structures with the same formula, charge and spin is 74.5 kJ/mol. The value obtained for the lowest unoccupied orbital energy (alpha / beta) is -3.22 / -4.11 eV. As for the expectation value of S²: 0.751.

=====

[6]
An isolated molecule of C3H6ClNO, computed with wB97M-V/def2-TZVPD.

Last column: Löwdin charge in e.
Positions of all 12 atoms, in Å:
C: -1.63837 -0.96876 -0.07199  -0.0640
C: 0.09925 0.74890 -0.11877  -0.5567
C: 1.62360 0.96806 0.12925  -0.4634
H: -1.82081 -1.36766 0.92111  0.0867
H: -2.35792 -0.22783 -0.44414  0.0973
H: -1.75481 -1.79544 -0.77571  0.0825
H: 0.43812 -1.17218 0.14043  0.0711
H: 1.93154 1.89317 -0.36227  0.0869
H: 1.69729 1.17199 1.15707  0.0558
N: -0.28095 -0.52926 -0.08405  -0.0177
O: -0.65422 1.69020 -0.28064  0.0528
Cl: 2.71727 -0.41121 -0.21029  0.5688

Forces on atoms 1 to 2 (eV/Å):
C -0.512 -0.860 -0.573
C 0.563 0.294 -0.302

Its molar mass is 107.54 g/mol. Its spin multiplicity is 1. The frontier orbital gap is 0.392 hartree. Its energy above the lowest of the compared OMol25 structures with the same formula, charge and spin is 18.6 kJ/mol. The value obtained for the lowest unoccupied orbital energy is 0.80 eV. The SMILES is CNC(=O)CCl.